(1)
{
  "formula": "C29H46F3IN7O9PS3Ti",
  "method": "wB97M-V/def2-TZVPD",
  "lumo_ha": [-0.060, -0.082],
  "spin_multiplicity": 3,
  "s_squared": 2.0098,
  "e_tot_ev": -140838.445,
  "de_lowest_kj_mol": 233.5,
  "gap_ev": [5.05, 4.45],
  "elements": ["I", "Ti", "S", "S", "S", "P", "F", "F", "F", "O", "O", "O", "O", "O", "O", "O", "O", "O", "N", "N", "N", "N", "N", "N", "N", "C", "C", "C", "C", "C", "C", "C", "C", "C", "C", "C", "C", "C", "C", "C", "C", "C", "C", "C", "C", "C", "C", "C", "C", "C", "C", "C", "C", "C", "H", "H", "H", "H", "H", "H", "H", "H", "H", "H", "H", "H", "H", "H", "H", "H", "H", "H", "H", "H", "H", "H", "H", "H", "H", "H", "H", "H", "H", "H", "H", "H", "H", "H", "H", "H", "H", "H", "H", "H", "H", "H", "H", "H", "H", "H"],
  "coordinates": [[-3.319465, 1.602673, -1.482988], [-0.134019, 1.270042, -0.712454], [0.366117, 2.900308, 1.405796], [-6.650799, -3.338926, 4.708737], [-2.931940, 5.192091, -0.348837], [2.758824, -1.800896, 0.116075], [-0.317534, 5.430462, 1.528859], [0.821313, 4.707618, 3.221250], [-1.257599, 4.150536, 3.003700], [-5.805828, -4.178782, 5.544170], [-7.248422, -4.039651, 3.581925], [-0.938148, 2.381927, 0.863558], [1.364087, 0.547509, -1.683703], [1.169892, 3.215873, 0.222860], [-7.566764, -2.469122, 5.430024], [0.080687, -0.216268, 0.879374], [0.971348, 2.054827, 2.390910], [0.358424, 0.436051, -3.735059], [-2.930405, 0.257285, 1.701288], [-2.398986, -1.981138, -1.757310], [0.331361, 0.194530, -2.517170], [-0.573897, -0.606746, -1.799941], [-2.337279, -1.984604, -0.361524], [-1.640290, -1.285724, -3.809311], [-0.715279, 2.748499, -2.145121], [-5.782538, -0.864647, 3.784390], [-4.468284, 5.587754, -1.192350], [-1.827307, 6.300994, -1.235824], [-3.449268, -1.873313, 2.709740], [2.657584, -3.188486, -1.142715], [-0.038832, 4.032968, -4.026324], [5.107262, 1.476482, -0.432868], [1.206717, -3.700722, -1.093106], [6.324333, 0.972993, -0.864434], [4.629765, -3.048438, 1.956351], [-5.495835, -2.210963, 3.935850], [6.485206, -0.397201, -1.019306], [-2.331321, 3.349952, -3.781588], [-4.927042, -0.016753, 3.091053], [2.173909, -3.478361, 2.248716], [-1.964081, 2.707252, -2.611824], [-1.522452, -1.257234, -2.479394], [-4.309451, -2.702338, 3.404804], [3.132308, -1.244863, 2.748373], [3.228382, -2.457311, 1.808565], [4.056336, 0.610146, -0.170404], [2.881074, -2.551390, -2.522230], [3.584137, -4.394342, -0.992831], [5.435508, -1.257081, -0.741937], [-3.765161, -0.525720, 2.533038], [0.236226, 3.392175, -2.834820], [4.199620, -0.768113, -0.316409], [-0.136539, 4.406346, 2.360952], [-1.344147, 4.011278, -4.496728], [7.434242, -0.798533, -1.349868], [-1.591714, 4.503299, -5.428028], [-2.029496, 7.346105, -1.004606], [-5.244816, 4.942033, -0.786181], [1.229438, 3.387978, -2.403637], [2.314222, -1.628457, -2.647832], [3.773760, -0.421836, 2.430569], [-2.649014, -2.885597, -0.024996], [4.801301, -3.908503, 1.312560], [-4.760221, 6.624075, -1.027226], [-0.806423, 6.071670, -0.934948], [-2.912851, -1.245535, 0.042605], [2.109761, -0.871419, 2.830460], [3.109852, 1.020153, 0.164510], [-1.029673, -0.699855, -4.357590], [3.446588, -1.543211, 3.750746], [3.929101, -2.311150, -2.697997], [-2.343775, -1.855703, -4.244488], [1.156049, -3.124315, 2.066235], [7.147251, 1.643032, -1.075088], [3.382329, -5.087221, -1.814754], [1.033116, -4.363899, -1.944750], [-4.072313, -3.747723, 3.555201], [0.485482, -2.885287, -1.134490], [-5.174819, 1.031992, 2.970731], [-6.698184, -0.492682, 4.224493], [-1.916550, 6.148527, -2.312586], [-3.274842, -2.212692, -2.206065], [-3.353997, 3.310123, -4.125457], [0.788982, -0.876535, 0.595699], [3.407611, -4.936261, -0.065302], [-2.515080, -2.261059, 2.313457], [5.591121, -2.321751, -0.854497], [-2.934028, 1.252388, 1.861024], [4.969606, 2.541742, -0.301024], [-4.388740, 5.405309, -2.265444], [4.641191, -4.136230, -1.043707], [1.005809, -4.271700, -0.186227], [2.269794, -3.658242, 3.321697], [2.558737, -3.256032, -3.292993], [-1.995026, -0.113824, 1.622775], [0.463039, 0.186788, 1.679835], [2.292091, -4.438106, 1.746006], [4.764868, -3.379775, 2.989216], [5.400176, -2.305144, 1.749754], [0.754540, 4.523629, -4.569642]],
  "forces_ev_per_angstrom": [[-0.1, 0.1, 0.0], [-0.1, -0.6, 0.9], [-0.3, -0.2, -0.1], [-0.1, -0.1, 0.3], [0.1, 0.0, 0.0], [0.0, -0.2, 0.3], [0.0, 0.0, 0.0], [0.0, 0.0, 0.0], [-0.1, -0.1, 0.0], [0.0, 0.0, 0.0], [0.0, 0.0, -0.1], [0.4, 0.0, 0.3], [-0.6, 0.2, -0.5], [0.0, -0.1, 0.3], [0.1, 0.0, 0.0], [0.5, 0.3, 0.0], [0.0, 0.0, 0.1], [0.0, 0.1, -0.1], [-0.1, -0.1, -0.4], [-0.1, 0.2, -0.1], [0.4, -0.7, 0.3], [0.4, 0.6, -0.6], [0.1, 0.0, 0.0], [-0.1, 0.0, 0.0], [-0.1, -0.2, -0.2], [-0.1, 0.0, 0.1], [-0.1, 0.0, -0.1], [0.0, 0.1, -0.1], [0.0, 0.1, 0.0], [-0.1, 0.0, -0.1], [-0.1, -0.1, 0.1], [0.0, 0.0, 0.0], [0.0, -0.1, 0.1], [0.0, 0.0, 0.0], [0.0, 0.0, 0.0], [0.2, 0.1, -0.3], [0.0, 0.0, 0.0], [0.0, -0.1, 0.1], [0.0, -0.1, 0.0], [0.0, -0.1, 0.0], [0.0, 0.3, -0.2], [0.0, -0.2, 0.3], [-0.1, -0.1, 0.1], [0.0, 0.0, 0.0], [0.0, 0.0, 0.1], [-0.1, 0.1, 0.1], [0.0, 0.0, 0.0], [0.1, 0.0, 0.0], [0.0, -0.1, 0.0], [0.1, -0.1, -0.1], [-0.1, 0.3, -0.1], [0.0, 0.0, -0.1], [0.2, 0.3, -0.4], [0.0, 0.0, -0.1], [0.0, 0.0, 0.0], [0.0, 0.0, 0.0], [0.0, 0.0, 0.0], [0.0, 0.0, 0.0], [0.0, -0.1, 0.0], [-0.1, 0.0, 0.0], [0.0, 0.0, 0.0], [0.0, 0.0, 0.0], [0.0, 0.0, 0.0], [0.0, 0.0, 0.0], [0.0, 0.0, 0.0], [0.0, 0.0, 0.0], [0.0, 0.0, 0.0], [0.0, 0.0, 0.0], [0.0, 0.0, 0.0], [0.0, 0.0, 0.0], [0.0, 0.0, 0.0], [0.1, 0.0, 0.0], [0.0, 0.0, 0.0], [0.0, 0.0, 0.0], [0.0, 0.0, 0.0], [0.0, 0.0, 0.0], [0.0, 0.0, 0.0], [0.0, 0.1, 0.0], [0.0, 0.0, 0.0], [0.0, 0.0, 0.0], [0.0, 0.0, 0.0], [0.0, 0.0, 0.0], [0.0, 0.0, 0.0], [-0.1, 0.2, -0.1], [0.0, 0.0, 0.0], [0.1, 0.0, 0.0], [0.0, 0.0, 0.0], [0.0, 0.0, 0.2], [0.0, 0.0, 0.0], [0.0, 0.0, 0.0], [0.0, 0.0, 0.0], [0.0, 0.0, 0.0], [0.0, 0.0, 0.0], [0.0, 0.0, 0.0], [0.1, 0.2, 0.2], [-0.1, 0.0, 0.0], [0.0, 0.0, 0.0], [0.0, 0.0, 0.0], [0.0, 0.0, 0.0], [0.0, 0.0, 0.0]]
}

(2)
{
  "formula": "C5H13NO2",
  "method": "wB97M-V/def2-TZVPD",
  "lumo_ha": 0.027,
  "e_tot_ev": -10979.871,
  "smiles": "CC(=O)NC(C)C.O",
  "de_lowest_kj_mol": 193.7,
  "gap_ev": 10.28,
  "elements": ["O", "O", "N", "C", "C", "C", "C", "C", "H", "H", "H", "H", "H", "H", "H", "H", "H", "H", "H", "H", "H"],
  "coordinates": [[2.827631, -1.014551, -0.348020], [-4.768071, 1.729488, 4.098925], [0.846178, -0.339249, -1.279224], [2.917101, -0.512361, -2.704444], [2.193884, -0.690441, -1.343726], [-0.928319, 0.859744, 0.092416], [0.286018, -0.029527, 0.098423], [-0.210690, -1.369151, 0.615695], [-1.148461, -1.752647, 0.367382], [1.968373, -0.260335, -3.343689], [-0.577673, 1.981808, 0.237049], [1.132145, 0.326967, 0.691814], [-4.311470, 2.547287, 3.886753], [3.587986, 0.357332, -2.940115], [-1.722263, 0.598775, 0.838038], [-1.326074, 1.081875, -0.934453], [3.128303, -1.518984, -3.156452], [-4.529151, 1.527218, 4.981860], [0.452077, -2.202570, 0.519066], [-0.176377, -1.275198, 1.772133], [0.358853, -0.045481, -2.149431]],
  "forces_ev_per_angstrom": [[-0.7, 0.0, -0.4], [-0.4, 0.3, -1.3], [0.6, 1.0, -0.3], [-4.0, -0.3, -2.2], [1.1, 1.1, 0.5], [0.4, 4.3, -0.9], [-0.5, -2.5, -1.7], [2.1, 0.1, 4.3], [-1.8, 0.2, -0.8], [1.7, -0.1, 0.4], [-0.7, -2.0, 0.5], [-0.3, -0.1, -0.1], [0.0, 0.0, 0.0], [-0.2, -1.3, 1.0], [0.8, 0.2, -0.9], [-0.2, -1.2, 0.8], [0.8, 1.1, 0.7], [0.4, -0.3, 1.3], [0.9, -0.2, -0.7], [-0.6, -0.1, -1.5], [0.7, -0.2, 1.3]]
}

(3)
{
  "formula": "C8H16N2O2",
  "method": "wB97M-V/def2-TZVPD",
  "lumo_ha": 0.019,
  "e_tot_ev": -15627.257,
  "de_lowest_kj_mol": 122.3,
  "gap_ev": 8.94,
  "elements": ["O", "O", "N", "N", "C", "C", "C", "C", "C", "C", "C", "C", "H", "H", "H", "H", "H", "H", "H", "H", "H", "H", "H", "H", "H", "H", "H", "H"],
  "coordinates": [[4.522572, 0.140903, -0.188493], [0.304417, -0.696726, -0.118098], [-3.324831, -1.264631, -0.117340], [-1.184343, 1.377775, -0.269679], [3.772625, -0.671006, 0.720181], [-3.843726, 1.012055, 0.871648], [3.412865, 1.038848, -0.344349], [2.473619, 0.124034, 0.461356], [-1.871771, -1.144385, 0.051919], [-3.452307, 0.192319, -0.347933], [-1.941172, 0.219811, -0.685292], [1.487938, -0.609121, -0.385925], [-3.816937, -1.611759, 0.698585], [-4.119443, 0.434856, -1.186069], [-1.132481, 1.419595, 0.740510], [3.163877, 1.184532, -1.407954], [1.874705, -1.084999, -1.262785], [-0.230615, 1.313998, -0.621459], [-1.802529, 0.087158, -1.759266], [3.769801, -1.734539, 0.411307], [-3.722034, 2.085427, 0.675133], [-1.538963, -1.010278, 1.082791], [-1.312600, -1.948685, -0.392343], [-3.223803, 0.748978, 1.755079], [4.148045, -0.595340, 1.751680], [-4.894456, 0.827252, 1.139248], [3.567969, 1.995104, 0.147931], [1.989355, 0.567942, 1.339836]],
  "forces_ev_per_angstrom": [[0.0, 0.2, 0.0], [3.3, 0.0, -0.3], [-0.5, 0.0, 0.2], [-0.1, 0.4, -0.3], [0.1, -0.6, 0.2], [0.1, 0.0, 0.4], [-0.1, 0.0, -0.4], [0.0, 0.0, 0.3], [-1.1, 0.0, -0.1], [-0.2, 0.1, -0.1], [-0.2, -0.1, 0.0], [-1.3, 0.3, 1.4], [-0.1, 0.1, -0.1], [0.1, 0.0, 0.1], [0.1, 0.0, 0.0], [0.0, 0.1, 0.3], [0.5, -0.5, -1.1], [-0.5, 0.2, 0.2], [0.0, -0.1, 0.0], [0.0, 0.4, 0.2], [0.0, -0.2, 0.1], [-0.1, 0.0, 0.1], [-0.1, -0.3, -0.2], [-0.3, 0.1, -0.4], [-0.1, 0.0, -0.3], [0.3, 0.0, -0.1], [0.2, 0.2, -0.1], [0.1, -0.2, -0.3]]
}